Below is a molecular structure, C6H12O, with properties calculated with ωB97M-V/def2-TZVPD.

Geometry as ORCA input:
```
! RIJCOSX wB97M-V def2-TZVPD def2/J DEFGRID3
* xyz 0 1
H -1.387 0.458 -1.764
H -3.514 0.731 1.620
O -1.634 0.776 0.740
H -0.539 -1.130 -2.058
H 2.116 -0.427 1.431
H -1.188 0.857 1.597
H 1.754 -1.433 -0.826
C 1.885 -0.349 -0.711
H 3.653 -0.575 0.553
C -2.892 0.121 0.960
C 0.513 0.296 -0.664
C -0.522 -0.526 0.080
H 2.437 -0.009 -1.598
H 0.518 1.381 -0.552
H 2.860 1.003 0.692
H -2.722 -0.878 1.367
C 2.680 -0.072 0.562
H -3.365 0.036 -0.018
C -0.651 -0.261 -1.411
*
```

LUMO, hartree: 0.0279
HOMO-LUMO gap, eV: 8.569
HOMO level, eV: -7.811
Energy relative to the best compared isomer or geometry (same formula, charge and spin), kcal/mol: 113.74